#i
C3H3ClFNO2 | ωB97M-V with the def2-TZVPD basis set

Gap between HOMO and LUMO (spin up / spin down) in hartree: 0.266 / 0.337
Lowest unoccupied orbital energy (spin up / spin down) in eV: -1.28 / -0.53

ORCA input file:
```
! wB97M-V def2-TZVPD RIJCOSX def2/J DEFGRID3
* xyz 0 1
C -0.614 -1.061 -0.178
C -3.088 0.532 -0.362
C 2.147 0.015 0.291
N -0.264 0.089 -0.328
O -3.436 0.436 -1.460
O 1.075 0.722 -0.248
F -0.211 -2.255 0.285
Cl -3.003 1.775 0.775
H 3.053 0.697 0.027
H 2.379 -0.851 -0.250
H 1.964 -0.099 1.448
*
```


#ii
C3H3ClFNO2 | ωB97M-V with the def2-TZVPD basis set

Gap between HOMO and LUMO in hartree: 0.387
Lowest unoccupied orbital energy in eV: 0.37

ORCA input file:
```
! wB97M-V def2-TZVPD RIJCOSX def2/J DEFGRID3
* xyz 0 1
C 0.341 -0.654 0.152
C -1.122 -0.351 0.078
C -1.521 0.881 0.258
H 2.619 -0.807 0.116
H 0.964 0.825 -1.148
H -0.846 1.732 0.500
N 1.186 0.342 -0.293
O 2.577 0.096 -0.276
O 0.752 -1.667 0.756
F -2.793 1.267 0.159
Cl -2.156 -1.663 -0.303
*
```


Last place for stability: #i


#i
C7H16NO2P | ωB97M-V with the def2-TZVPD basis set

Gap between HOMO and LUMO in hartree: 0.361
Lowest unoccupied orbital energy in eV: 0.73

ORCA input file:
```
! wB97M-V def2-TZVPD RIJCOSX def2/J DEFGRID3
* xyz 0 1
C -0.595 -0.687 -0.182
C 2.179 1.528 0.702
C 2.267 -0.882 0.732
C 2.409 0.190 -1.565
C -2.699 0.336 1.517
C -3.290 -1.098 -0.926
C 1.777 0.310 -0.138
N 0.326 0.301 -0.285
O -0.519 -1.908 -0.104
O -2.085 1.427 -0.840
P -2.254 0.096 -0.204
H 1.850 2.393 0.156
H 1.512 1.545 1.671
H 3.192 1.564 0.812
H 1.880 -1.858 0.394
H 1.743 -0.696 1.714
H 3.287 -0.918 0.718
H 3.160 -0.617 -1.536
H 1.589 -0.018 -2.394
H 2.961 1.076 -2.020
H -3.678 0.707 1.618
H -2.627 -0.655 1.917
H -1.992 0.989 2.098
H -4.417 -0.848 -1.120
H -2.685 -1.438 -1.837
H -3.106 -1.966 -0.248
H -0.186 1.127 -0.650
*
```


#ii
C7H16NO2P | ωB97M-V with the def2-TZVPD basis set

Gap between HOMO and LUMO in hartree: 0.365
Lowest unoccupied orbital energy in eV: 0.69

ORCA input file:
```
! wB97M-V def2-TZVPD RIJCOSX def2/J DEFGRID3
* xyz 0 1
C -1.004 -2.101 1.990
C -0.073 -2.509 0.802
C -1.577 -0.718 1.846
C -0.696 2.747 -1.842
C 1.540 0.168 -1.759
C 0.341 2.237 -0.871
C 0.413 0.708 -0.819
N 0.980 -1.545 0.602
O 1.905 0.821 1.607
O -0.591 0.345 1.820
P 0.739 0.055 1.028
H -1.777 -2.963 1.898
H -0.481 -2.210 2.974
H 0.290 -3.465 1.073
H -0.796 -2.550 0.001
H -2.186 -0.528 0.971
H -2.187 -0.577 2.760
H -0.528 3.766 -2.193
H -0.668 2.238 -2.846
H -1.798 2.614 -1.574
H 2.538 0.240 -1.331
H 1.275 -0.973 -2.051
H 1.513 0.638 -2.664
H 0.078 2.541 0.144
H 1.411 2.545 -1.076
H -0.579 0.313 -1.139
H 1.917 -1.838 0.647
*
```


Last place for stability: #i


#i
C21H43N2P3SSm | ωB97M-V with the def2-TZVPD basis set

Gap between HOMO and LUMO (spin up / spin down) in hartree: 0.232 / 0.263
<S²>: 8.764
Lowest unoccupied orbital energy (spin up / spin down) in eV: -9.86 / -9.00

ORCA input file:
```
! wB97M-V def2-TZVPD RIJCOSX def2/J DEFGRID3
* xyz 3 6
Sm -1.020 -0.963 0.573
P 1.350 -2.422 0.879
P 1.421 1.375 0.926
P 1.023 0.031 -4.390
H -4.022 -2.277 -0.809
C -3.133 -2.147 -1.445
C -1.880 -2.560 -1.006
H -1.802 -3.014 0.001
C 1.243 -3.338 2.449
C 3.093 -1.899 0.895
C 1.371 -3.765 -0.349
C 0.810 3.077 0.595
C 2.012 1.721 2.636
C 3.074 1.658 0.135
C 1.425 -0.076 -6.146
C 2.042 -1.092 -3.400
C 1.125 1.776 -3.932
H -3.398 -1.950 -2.486
H -1.149 -2.907 -1.732
H 0.265 -3.238 2.935
H 2.016 -2.961 3.123
H 1.419 -4.388 2.206
H 3.243 -1.062 1.586
H 3.395 -1.600 -0.115
H 3.669 -2.768 1.225
H 0.418 -3.852 -0.880
H 1.558 -4.684 0.212
H 2.174 -3.571 -1.066
H 1.597 3.790 0.896
H -0.107 3.276 1.168
H 0.620 3.176 -0.485
H 2.816 2.471 2.546
H 2.419 0.798 3.078
H 1.195 2.131 3.250
H 3.475 2.570 0.614
H 2.940 1.829 -0.949
H 3.735 0.799 0.343
H 1.931 0.860 -6.425
H 0.493 -0.186 -6.730
H 2.085 -0.939 -6.330
H 2.979 -1.302 -3.932
H 1.554 -2.061 -3.223
H 2.325 -0.679 -2.422
H 1.381 2.370 -4.824
H 1.855 1.983 -3.136
H 0.130 2.083 -3.572
C -2.355 0.632 -1.271
C -2.477 1.998 -1.625
C -3.459 2.799 -1.078
C -4.316 2.257 -0.102
C -4.143 0.961 0.372
C -3.170 0.147 -0.192
S -1.221 -0.232 -2.233
H -0.393 -0.218 -4.352
H -1.767 2.344 -2.376
H -3.566 3.839 -1.419
H -5.114 2.859 0.309
H -4.688 0.510 1.211
H -3.252 -0.891 0.229
C -0.204 -0.853 4.770
C -1.033 0.150 4.072
N -1.250 0.390 2.760
C -1.971 1.600 2.722
C -2.282 1.973 3.988
N -1.682 1.051 4.820
H 0.144 -0.432 5.727
H -0.827 -1.724 5.010
H 0.674 -1.141 4.185
H -2.218 2.081 1.789
H -2.860 2.803 4.363
H -1.737 1.022 5.837
*
```


#ii
C21H43N2P3SSm | ωB97M-V with the def2-TZVPD basis set

Gap between HOMO and LUMO (spin up / spin down) in hartree: 0.177 / 0.210
<S²>: 8.827
Lowest unoccupied orbital energy (spin up / spin down) in eV: -10.43 / -9.53

ORCA input file:
```
! wB97M-V def2-TZVPD RIJCOSX def2/J DEFGRID3
* xyz 3 6
Sm 0.506 -0.036 0.183
P 2.033 1.718 1.764
P -1.449 0.705 2.232
P -1.668 2.467 -0.919
H 0.451 -3.665 -6.105
C 0.579 -2.628 -6.442
C 1.648 -1.891 -6.117
H 2.370 -2.229 -5.367
C 3.502 0.963 2.569
C 1.535 2.878 3.097
C 2.861 2.898 0.625
C -3.032 -0.191 1.969
C -1.025 -0.032 3.851
C -2.094 2.292 2.889
C -1.419 2.940 -2.636
C -0.973 3.824 0.027
C -3.431 2.270 -0.601
H -0.189 -2.253 -7.126
H 1.879 -0.966 -6.645
H 3.677 -0.050 2.182
H 3.340 0.900 3.654
H 4.385 1.584 2.360
H 1.184 2.330 3.979
H 0.738 3.552 2.765
H 2.405 3.485 3.383
H 3.156 2.393 -0.305
H 3.756 3.276 1.135
H 2.195 3.733 0.374
H -3.709 0.056 2.798
H -2.833 -1.270 1.970
H -3.494 0.097 1.017
H -1.897 0.081 4.506
H -0.172 0.497 4.291
H -0.794 -1.094 3.728
H -2.664 2.065 3.801
H -2.754 2.790 2.171
H -1.254 2.944 3.156
H -2.220 3.626 -2.926
H -1.422 2.037 -3.256
H -0.434 3.411 -2.709
H -1.369 4.757 -0.407
H 0.120 3.882 -0.030
H -1.237 3.843 1.086
H -3.989 2.967 -1.246
H -3.724 2.467 0.438
H -3.761 1.253 -0.844
C 0.417 -1.192 -2.993
C -0.774 -1.334 -3.743
C -1.399 -2.574 -3.812
C -0.806 -3.699 -3.241
C 0.512 -3.610 -2.784
C 1.140 -2.374 -2.678
S 1.062 0.339 -2.521
H -0.955 1.174 -1.110
H -1.154 -0.477 -4.305
H -2.355 -2.665 -4.334
H -1.341 -4.651 -3.169
H 1.043 -4.500 -2.445
H 2.167 -2.301 -2.307
C 1.733 -2.040 3.553
C 1.217 -2.675 2.321
N 0.757 -2.091 1.197
C 0.327 -3.133 0.358
C 0.609 -4.318 0.950
N 1.156 -4.004 2.189
H 1.243 -2.499 4.428
H 2.822 -2.193 3.624
H 1.529 -0.960 3.557
H -0.150 -2.927 -0.587
H 0.465 -5.326 0.599
H 1.420 -4.647 2.931
*
```


Last place for stability: #i


#i
C3H9OS | ωB97M-V with the def2-TZVPD basis set

Gap between HOMO and LUMO in hartree: 0.228
Lowest unoccupied orbital energy in eV: 3.58

ORCA input file:
```
! wB97M-V def2-TZVPD RIJCOSX def2/J DEFGRID3
* xyz -1 1
C -2.473 -0.680 1.455
O -1.297 -1.198 1.040
H -2.493 -0.349 2.507
H -3.326 -1.391 1.384
H -2.806 0.230 0.895
C 1.203 0.783 0.796
S 1.368 0.743 -0.994
C 0.095 -0.553 -1.351
H 1.733 1.610 1.225
H 0.173 0.819 1.096
H 1.579 -0.156 1.222
H -0.645 -0.025 -1.960
H -0.416 -0.782 -0.388
H 0.587 -1.359 -1.891
*
```


#ii
C3H9OS | ωB97M-V with the def2-TZVPD basis set

Gap between HOMO and LUMO in hartree: 0.220
Lowest unoccupied orbital energy in eV: 3.49

ORCA input file:
```
! wB97M-V def2-TZVPD RIJCOSX def2/J DEFGRID3
* xyz -1 1
C -1.372 -1.151 1.626
O -0.192 -0.483 1.597
H -2.052 -0.853 2.462
H -1.996 -1.018 0.705
H -1.277 -2.261 1.740
C 1.348 1.436 -0.469
C 0.832 0.107 -0.992
S -0.430 0.388 -2.282
H 0.529 1.982 -0.012
H 1.804 2.059 -1.245
H 2.085 1.232 0.312
H 1.645 -0.471 -1.433
H 0.379 -0.414 -0.112
H -1.302 -0.553 -1.898
*
```


#iii
C3H9OS | ωB97M-V with the def2-TZVPD basis set

Gap between HOMO and LUMO in hartree: 0.207
Lowest unoccupied orbital energy in eV: 3.77

ORCA input file:
```
! wB97M-V def2-TZVPD RIJCOSX def2/J DEFGRID3
* xyz -1 1
C -0.283 -2.428 0.820
O -0.281 -1.107 1.230
H -1.298 -2.773 0.549
H 0.358 -2.646 -0.054
H 0.095 -3.070 1.631
C 1.258 2.213 -0.401
S 0.486 1.108 -1.613
C -0.950 0.613 -0.672
H 1.911 1.669 0.294
H 0.480 2.612 0.250
H 1.834 2.987 -0.901
H -1.475 -0.178 -1.210
H -0.459 -0.324 0.359
H -1.678 1.324 -0.281
*
```


Last place for stability: #iii


#i
C3H9OS | ωB97M-V with the def2-TZVPD basis set

Gap between HOMO and LUMO in hartree: 0.210
Lowest unoccupied orbital energy in eV: 4.07

ORCA input file:
```
! wB97M-V def2-TZVPD RIJCOSX def2/J DEFGRID3
* xyz -1 1
C -1.144 1.718 1.219
O 0.222 1.929 0.480
H -1.749 2.013 0.405
H -1.263 0.616 1.444
H -1.258 2.270 2.129
C 2.231 -1.654 -0.474
S 0.528 -0.945 -1.238
C -1.309 -0.476 -1.047
H 1.828 -2.623 -0.508
H 2.412 -1.368 0.519
H 3.059 -1.494 -1.106
H -1.967 -1.318 -1.365
H 0.285 0.990 0.170
H -1.875 0.342 -0.628
*
```


#ii
C3H9OS | ωB97M-V with the def2-TZVPD basis set

Gap between HOMO and LUMO in hartree: 0.214
Lowest unoccupied orbital energy in eV: 3.90

ORCA input file:
```
! wB97M-V def2-TZVPD RIJCOSX def2/J DEFGRID3
* xyz -1 1
C -0.418 -1.795 -1.841
O -0.794 -0.455 -2.043
H -1.165 -2.377 -1.289
H 0.550 -1.843 -1.340
H -0.316 -2.236 -2.835
C 0.017 0.329 2.493
S 0.496 0.205 0.719
C 0.614 1.839 0.089
H -0.891 0.918 2.616
H -0.118 -0.693 2.861
H 0.804 0.854 3.036
H -0.335 2.366 0.236
H -0.773 0.019 -1.189
H 1.421 2.416 0.550
*
```


#iii
C3H9OS | ωB97M-V with the def2-TZVPD basis set

Gap between HOMO and LUMO in hartree: 0.221
Lowest unoccupied orbital energy in eV: 3.50

ORCA input file:
```
! wB97M-V def2-TZVPD RIJCOSX def2/J DEFGRID3
* xyz -1 1
C 2.466 0.307 -0.855
O 1.416 0.380 -1.707
H 2.189 0.030 0.191
H 3.217 -0.497 -1.107
H 3.062 1.249 -0.786
C -0.932 1.283 0.456
S -1.483 -0.349 1.019
C -0.395 -1.374 -0.075
H -0.848 1.911 1.341
H -1.567 1.632 -0.356
H 0.060 1.243 -0.017
H 0.495 -1.614 0.497
H -0.960 -2.259 -0.361
H -0.096 -0.761 -0.946
*
```


#iv
C3H9OS | ωB97M-V with the def2-TZVPD basis set

Gap between HOMO and LUMO in hartree: 0.244
Lowest unoccupied orbital energy in eV: 4.02

ORCA input file:
```
! wB97M-V def2-TZVPD RIJCOSX def2/J DEFGRID3
* xyz -1 1
C -3.180 -0.240 0.086
S -2.351 0.287 1.515
H -4.208 -0.538 0.103
H -3.127 0.588 -0.768
H -2.632 -1.017 -0.447
C 1.389 0.496 0.037
O 0.719 0.072 1.151
C 2.604 -0.371 -0.452
H 0.740 0.455 -0.845
H 1.739 1.604 -0.045
H -0.354 0.379 1.114
H 2.481 -1.104 -1.290
H 3.281 0.355 -0.601
H 2.901 -0.966 0.443
*
```


Last place for stability: #i